Computed, not measured: a molecular structure, C16H16F5N4O2RuS6, with ωB97M-V with the def2-TZVPD basis set.

Structure (XYZ):
```
50
Properties=species:S:1:pos:R:3:lowdin_spin:R:1
Ru -0.873 -0.650 1.166 2.379
S 2.568 1.555 -2.167 0.000
S -1.831 3.713 3.039 0.066
S -0.603 -0.412 3.565 0.225
S -0.347 2.157 5.225 0.079
S -2.037 1.344 1.355 0.242
S -1.112 -0.695 -1.175 0.085
F 2.222 -0.266 1.155 0.032
F 3.847 -4.645 0.173 0.016
F -0.727 -3.885 0.159 0.012
F 4.329 -1.992 0.974 -0.006
F 1.327 -5.518 -0.024 -0.004
O -1.208 4.774 5.440 0.068
O 1.270 1.589 -1.477 0.004
N -3.311 -2.000 -2.115 0.009
N -3.217 -2.156 0.004 0.007
N -2.607 -2.018 1.305 0.105
N -4.406 -2.747 -1.722 0.001
C 1.175 3.685 -3.574 0.000
C 2.313 2.688 -3.677 0.000
C -0.744 1.291 3.832 0.173
C 0.602 -1.966 0.878 0.040
C 3.496 3.935 -0.738 0.000
C 1.964 -1.593 0.950 0.062
C 0.501 -3.331 0.475 0.050
C -4.375 -2.797 -0.421 0.004
C -2.572 -1.617 -1.080 0.010
C -1.142 3.813 4.682 0.014
C 3.759 2.493 -1.073 0.000
C 1.533 -4.224 0.381 -0.004
C -1.484 2.011 2.831 0.270
C 3.067 -2.450 0.826 -0.008
C -5.435 -3.440 0.427 0.001
C 2.849 -3.762 0.442 0.050
H 1.605 4.574 -3.066 0.000
H 0.752 4.058 -4.475 0.000
H 4.285 4.256 -0.058 0.000
H -5.892 -2.706 1.151 0.000
H -3.102 -1.797 -3.085 0.000
H -6.232 -3.716 -0.243 0.000
H 2.143 1.952 -4.488 0.000
H 3.782 1.875 -0.135 0.000
H 2.510 4.151 -0.323 0.000
H 0.387 3.242 -2.935 0.000
H 4.744 2.419 -1.504 0.000
H 3.319 3.079 -3.922 0.000
H -2.319 -2.889 1.720 0.006
H -3.239 -1.625 2.039 0.008
H 3.575 4.621 -1.629 0.000
H -5.110 -4.375 0.911 0.000
```

Computed properties:
Expectation value of S²: 6.0318
Energy relative to the best compared isomer or geometry (same formula, charge and spin): 0.5 kcal/mol
Multiplicity: 5
Kohn-Sham gap (spin up / spin down): 7.586 / 4.983 eV
Total charge: +1